Arrangement one

Below is the ion C6H13N with charge +1, with properties calculated with wB97M-V/def2-TZVPD.

```
20
C6H13N wB97M-V/def2-TZVPD
C 2.13964 2.88445 0.78367
C 1.02316 1.96206 1.28205
C 0.87471 0.73066 0.45426
C -0.34374 0.15223 0.17960
N -0.63051 -1.13703 -0.05191
C -1.63256 -1.48178 -1.12386
C -1.49402 -2.98877 -1.34615
H 1.78230 3.28304 -0.17937
H 2.36599 3.78332 1.34670
H 2.98816 2.26924 0.47232
H 0.02912 2.40501 1.36671
H 1.25901 1.77875 2.34803
H 1.73888 0.07216 0.54044
H -1.15729 0.87105 0.09225
H 0.26630 -1.61252 -0.19575
H -2.59701 -1.19635 -0.70226
H -1.39561 -0.85700 -1.98525
H -0.58493 -3.02240 -1.96252
H -2.21754 -3.50753 -1.97877
H -1.52514 -3.48127 -0.37965
```

Multiplicity ... 2
LUMO level (spin up / spin down) ... -3.69 / -7.25 eV
Orbital gap (spin up / spin down) ... 10.8 / 8.4 eV
HOMO (spin up / spin down) ... -14.53 / -15.67 eV
Net charge ... +1



Arrangement two

Below is the ion C6H13N with charge +1, with properties calculated with wB97M-V/def2-TZVPD.

```
20
C6H13N wB97M-V/def2-TZVPD
C 1.06880 2.44951 0.41904
C 1.17732 0.87681 0.39459
N 0.84106 -1.26315 -1.60281
C -0.23917 -0.97778 -0.72368
C -0.01344 -0.12519 0.36344
C -1.00438 -0.13211 1.54045
C -1.67658 -1.64061 -1.12451
H 1.23278 2.94896 1.34541
H 1.88765 2.79573 -0.25933
H 0.16156 2.87668 -0.13583
H 1.97225 0.70048 1.15729
H 1.78149 0.73255 -0.47538
H 1.72278 -1.22049 -1.10480
H 0.80975 -2.23931 -1.75547
H -0.96413 0.75910 2.20965
H -0.98831 -0.91384 2.29769
H -1.88722 -0.23329 0.96259
H -1.53037 -2.45601 -1.99179
H -2.44399 -0.72995 -1.16699
H -1.90786 -2.20809 -0.34955
```

Multiplicity ... 2
LUMO level (spin up / spin down) ... -3.81 / -6.96 eV
Orbital gap (spin up / spin down) ... 10.3 / 8.8 eV
HOMO (spin up / spin down) ... -14.12 / -15.75 eV
Net charge ... +1



In order of decreasing stability: arrangement one, arrangement two.